DFT (the ωB97M-V functional and the def2-TZVPD basis) results for a cluster of 10 separate species, C29H84N6O10 in total in a non-equilibrium geometry.

```
129
Properties=species:S:1:pos:R:3:lowdin_charge:R:1
C -1.822 -2.233 3.176 -0.039
C -1.111 -3.434 3.883 -0.424
C -2.120 -4.163 4.811 -0.199
O -3.289 -4.634 4.128 -0.193
C -4.053 -5.419 5.005 -0.123
N -0.522 -4.357 2.977 0.063
H -2.649 -2.600 2.568 0.075
H -1.075 -1.806 2.506 0.042
H -2.182 -1.515 3.913 0.066
H -0.375 -2.957 4.529 0.131
H -2.356 -3.463 5.612 0.120
H -1.597 -5.038 5.198 0.117
H -4.585 -4.676 5.599 0.091
H -3.455 -6.085 5.627 0.082
H -4.706 -6.114 4.476 0.088
H -0.058 -3.930 2.188 0.025
H -1.224 -4.894 2.488 0.073
C 6.248 -2.486 0.545 -0.053
C 6.632 -1.410 -0.493 -0.407
C 5.491 -0.671 -1.223 -0.220
O 4.595 -0.260 -0.251 -0.191
C 3.562 0.604 -0.668 -0.106
N 7.445 -0.493 0.280 0.023
H 7.153 -2.915 0.974 0.077
H 5.601 -3.321 0.274 0.066
H 5.748 -1.946 1.349 0.069
H 7.251 -1.798 -1.301 0.131
H 5.036 -1.321 -1.970 0.114
H 5.807 0.196 -1.803 0.123
H 3.815 1.664 -0.670 0.091
H 2.707 0.524 0.004 0.043
H 3.248 0.443 -1.699 0.091
H 6.903 -0.086 1.029 0.067
H 7.556 0.395 -0.187 0.068
C -2.320 5.952 -3.550 -0.073
C -1.004 5.664 -4.176 -0.449
C -0.349 4.346 -3.588 -0.162
O -0.154 4.338 -2.169 -0.187
C 0.167 3.078 -1.575 -0.096
N -1.005 5.698 -5.640 0.028
H -2.159 5.924 -2.473 0.079
H -3.049 5.193 -3.832 0.079
H -2.692 6.948 -3.791 0.078
H -0.370 6.512 -3.916 0.126
H 0.677 4.237 -3.941 0.117
H -0.903 3.481 -3.956 0.118
H 0.227 3.210 -0.495 0.075
H 1.152 2.653 -1.771 0.080
H -0.568 2.292 -1.750 0.069
H -0.047 5.686 -5.960 0.065
H -1.348 6.602 -5.933 0.066
C 3.211 5.566 5.658 -0.062
C 3.189 5.011 4.212 -0.462
C 2.341 3.787 4.044 -0.213
O 2.486 3.185 2.731 -0.184
C 1.752 1.974 2.660 -0.097
N 2.743 6.132 3.437 0.034
H 2.206 5.798 6.011 0.079
H 3.898 6.412 5.665 0.076
H 3.742 4.896 6.334 0.070
H 4.188 4.678 3.930 0.143
H 1.316 4.021 4.331 0.127
H 2.666 3.062 4.790 0.119
H 2.070 1.364 3.505 0.087
H 1.968 1.451 1.728 0.063
H 0.698 2.240 2.738 0.082
H 2.665 5.821 2.479 0.070
H 1.785 6.343 3.675 0.073
C -3.707 1.660 -2.702 -0.035
C -4.493 0.334 -2.473 -0.384
C -4.300 -0.761 -3.525 -0.189
O -4.859 -0.356 -4.787 -0.171
C -4.536 -1.325 -5.789 -0.095
N -4.198 -0.222 -1.144 0.036
H -3.683 2.310 -1.827 0.078
H -4.205 2.261 -3.463 0.076
H -2.697 1.492 -3.077 0.067
H -5.540 0.636 -2.475 0.132
H -4.732 -1.711 -3.211 0.123
H -3.234 -0.939 -3.666 0.101
H -4.908 -2.313 -5.515 0.087
H -3.459 -1.352 -5.957 0.067
H -5.021 -1.101 -6.739 0.088
H -4.691 -1.097 -1.037 0.086
H -4.655 0.391 -0.483 0.087
C 1.818 -2.569 -1.865 -0.070
C 2.488 -3.589 -0.997 -0.418
C 1.652 -4.048 0.211 -0.166
O 1.014 -3.051 1.007 -0.245
C 1.945 -2.121 1.638 -0.051
N 2.805 -4.664 -1.938 0.028
H 0.923 -2.980 -2.331 0.074
H 2.388 -2.179 -2.709 0.086
H 1.642 -1.731 -1.191 0.058
H 3.465 -3.168 -0.757 0.116
H 2.195 -4.756 0.837 0.128
H 0.786 -4.654 -0.057 0.122
H 1.500 -1.667 2.523 0.084
H 2.381 -1.346 1.006 0.060
H 2.787 -2.640 2.097 0.094
H 3.355 -4.357 -2.727 0.070
H 1.944 -5.002 -2.343 0.065
C -2.295 -3.621 -1.163 -0.153
O -3.029 -4.839 -1.127 -0.102
H -1.255 -3.824 -1.419 0.064
H -2.632 -2.880 -1.888 0.056
H -2.303 -3.080 -0.217 0.071
H -2.904 -5.191 -0.243 0.069
C -3.395 2.463 3.782 -0.176
O -2.348 1.587 4.072 -0.127
H -4.307 1.896 3.593 0.077
H -3.641 3.164 4.580 0.074
H -3.107 2.999 2.878 0.080
H -2.666 0.923 4.689 0.070
C -0.667 -1.619 -4.613 -0.156
O -0.158 -0.587 -3.774 -0.143
H 0.121 -1.934 -5.297 0.079
H -1.067 -2.472 -4.063 0.072
H -1.450 -1.146 -5.206 0.050
H -0.553 -0.586 -2.899 0.008
C -1.444 0.800 0.820 -0.065
C -0.773 -0.224 -0.068 -0.288
O -1.390 -0.339 -1.324 -0.121
H -1.154 0.561 1.843 0.055
H -2.532 0.820 0.765 0.066
H -1.165 1.832 0.607 0.057
H -0.776 -1.214 0.389 0.082
H 0.266 0.023 -0.284 0.101
H -2.343 -0.254 -1.256 0.014
```

Output
**Total energy**: -2235.994315 Eh
**Strongest force on any atom**: 0.0479 hartree/bohr
**Highest occupied orbital energy**: -8.98 eV
**SMILES**: COC[C@H](C)N.COC[C@H](C)N.COC[C@H](C)N.COC[C@H](C)N.COC[C@H](C)N.COC[C@H](C)N.CCO.CO.CO.CO